(1)
C8H14ClIN2O2 | ωB97M-V/def2-TZVPD

strongest force on any atom: 4.31 eV/Å
net charge: 0
energy above the lowest of the compared OMol25 structures with the same formula, charge and spin: 1.3754 eV
LUMO energy (alpha / beta): 0.0181 / 0.0162 Ha
E: -36218.1264 eV

The geometry in XYZ format:
```
28
Properties=species:S:1:pos:R:3:lowdin_charge:R:1
C 0.535 -0.657 -0.648 -0.369
C 2.532 0.059 -0.101 -0.760
C -1.749 0.090 3.305 -0.145
C -0.034 -1.269 -1.832 -0.172
C -0.773 0.912 2.529 -0.309
C -0.136 -0.310 -3.021 -0.289
C -0.436 1.120 -2.574 -0.569
C 0.237 0.170 1.613 -0.689
N 3.826 -0.239 0.200 0.111
N -0.200 -0.214 0.398 0.036
O 1.857 -1.030 -0.401 0.035
O 2.119 1.219 0.015 0.037
Cl -2.021 1.093 -1.802 0.644
I 1.711 -0.833 2.710 1.020
H -2.352 -0.532 2.658 0.082
H -2.343 0.672 3.849 0.026
H -1.298 -0.584 3.975 0.044
H -1.187 -1.321 -1.613 0.117
H 0.363 -2.327 -2.141 0.157
H -1.500 1.490 1.902 0.114
H -0.088 1.451 3.303 0.118
H 0.791 -0.271 -3.775 0.146
H -0.992 -0.549 -3.762 0.121
H -0.423 1.797 -3.394 0.063
H 0.228 1.546 -1.817 0.067
H 4.344 -0.885 -0.446 0.127
H 4.464 0.565 0.459 0.140
H -1.146 0.090 0.087 0.095
```

(2)
C8H14ClNO | ωB97M-V/def2-TZVPD

strongest force on any atom: 4.66 eV/Å
net charge: 0
energy above the lowest of the compared OMol25 structures with the same formula, charge and spin: 2.2423 eV
LUMO energy: 0.0204 Ha
E: -24581.0030 eV

The geometry in XYZ format:
```
25
Properties=species:S:1:pos:R:3:lowdin_charge:R:1
C 0.258 1.330 1.745 -0.575
C -0.796 1.487 0.554 -0.032
C -0.228 0.538 -0.536 -0.513
C 0.167 -0.708 0.277 -0.383
C 1.150 1.239 -1.013 0.001
C -1.153 0.269 -1.672 -0.042
C -1.008 -1.456 0.887 -0.042
C 1.072 -1.756 -0.311 -0.054
N 0.935 0.213 1.546 -0.435
O 0.366 2.161 2.604 0.064
Cl 1.952 -0.573 2.637 0.715
H -1.824 1.024 0.766 0.126
H -0.883 2.498 0.164 0.118
H 1.435 0.625 -1.886 0.087
H 1.816 1.054 -0.223 0.048
H 1.154 2.298 -1.162 0.080
H -0.655 0.056 -2.597 0.066
H -1.809 1.335 -1.828 0.163
H -1.919 -0.451 -1.468 0.064
H -0.624 -2.013 1.788 0.104
H -1.384 -2.154 0.175 0.075
H -1.860 -0.771 1.182 0.098
H 0.886 -2.731 0.120 0.080
H 2.176 -1.527 -0.457 0.117
H 0.776 -1.986 -1.292 0.070
```

(3)
C8H14F6MnN3O4S3 | ωB97M-V/def2-TZVPD

strongest force on any atom: 3.05 eV/Å
net charge: +1
<S²>: 8.7537
multiplicity: 6
energy above the lowest of the compared OMol25 structures with the same formula, charge and spin: 0.1187 eV
LUMO energy (alpha / beta): -0.0984 / -0.1224 Ha
E: -101307.7738 eV

The geometry in XYZ format:
```
39
Properties=species:S:1:pos:R:3:mulliken_spin:R:1
Mn -0.129 0.596 -0.067 4.857
C -2.659 -0.656 0.387 0.017
C -1.768 -1.893 0.022 -0.009
N -0.326 -1.613 0.198 -0.010
C 0.605 -2.349 -0.721 0.008
C 0.245 -1.995 -2.144 0.007
S 0.017 -0.255 -2.514 0.025
C -1.859 -0.203 -2.674 0.018
C -2.746 0.537 -1.702 -0.006
N -2.267 0.541 -0.350 0.001
H -3.737 -0.937 0.179 0.006
H -2.673 -0.430 1.427 -0.022
H -2.146 -2.633 0.747 0.003
H -1.890 -2.183 -1.047 -0.007
H -0.140 -1.801 1.163 0.011
H 1.649 -2.160 -0.441 -0.019
H 0.540 -3.447 -0.597 0.007
H 1.127 -2.197 -2.858 0.003
H -0.659 -2.592 -2.529 -0.001
H -2.088 0.243 -3.629 0.001
H -2.045 -1.234 -2.837 -0.002
H -2.943 1.557 -1.988 -0.009
H -3.862 0.246 -1.829 0.002
H -2.777 1.281 0.100 0.016
F -0.128 2.437 4.165 0.001
C 0.430 1.525 3.374 -0.001
F -0.606 0.719 3.025 0.008
F 1.288 0.869 4.030 0.000
S 1.011 2.442 1.769 -0.008
O -0.279 2.556 1.093 0.038
O 1.860 3.561 1.997 0.004
N 1.691 1.252 0.916 0.038
S 3.136 0.564 0.997 0.015
O 3.635 0.444 2.322 0.002
O 2.914 -0.620 0.205 0.003
C 4.206 1.745 0.132 0.001
F 5.429 1.243 -0.085 0.000
F 4.306 2.832 0.822 0.000
F 3.637 2.009 -1.055 0.000
```

(4)
C8H14IN2O3 | ωB97M-V/def2-TZVPD

strongest force on any atom: 4.77 eV/Å
net charge: +1
energy above the lowest of the compared OMol25 structures with the same formula, charge and spin: 0.4237 eV
LUMO energy: -0.1470 Ha
E: -25732.9068 eV

The geometry in XYZ format:
```
28
Properties=species:S:1:pos:R:3:lowdin_charge:R:1
C -0.894 0.061 -0.674 -0.689
C -3.399 2.974 -0.001 -0.102
C -3.225 1.539 0.162 -0.235
C 4.357 -1.695 0.065 -0.076
C -1.373 -0.285 1.842 -0.092
C 2.946 -1.918 -0.344 -0.223
C 1.282 -0.522 -1.472 -0.121
C -1.911 -0.202 0.401 -0.575
N -4.387 2.123 0.749 0.103
N -3.388 2.087 -1.196 0.162
O -1.079 0.866 -1.538 0.081
O 0.078 -0.738 -0.584 0.063
O 2.456 -0.609 -0.781 -0.133
I -3.222 -1.719 -0.264 1.043
H -3.001 4.034 0.242 0.194
H 4.585 -1.759 1.115 0.068
H 4.942 -2.530 -0.423 0.099
H 4.834 -0.742 -0.330 0.110
H -2.106 -0.430 2.628 0.082
H -0.718 -1.060 1.795 0.044
H -0.968 0.719 2.263 0.138
H 2.334 -2.327 0.547 0.145
H 2.628 -2.503 -1.223 0.115
H 1.382 -1.391 -2.245 0.174
H 1.162 0.533 -1.874 0.163
H -4.309 2.183 1.788 0.133
H -4.249 2.108 -1.744 0.176
H -2.475 1.983 -1.716 0.154
```

(5)
C8H14N | ωB97M-V/def2-TZVPD

strongest force on any atom: 4.97 eV/Å
net charge: +1
energy above the lowest of the compared OMol25 structures with the same formula, charge and spin: 4.4605 eV
LUMO energy: -0.1702 Ha
E: -10000.6183 eV

The geometry in XYZ format:
```
23
Properties=species:S:1:pos:R:3:lowdin_charge:R:1
C -3.394 0.098 -0.286 0.102
C -2.342 0.751 -0.714 0.092
C -0.575 0.192 -1.356 0.113
C -1.298 -0.662 0.893 -0.021
C -0.078 -0.334 -0.090 -0.558
C 0.676 -1.563 -0.294 -0.044
C 1.940 1.372 -0.208 -0.050
C 0.763 0.765 0.644 -0.176
N -2.347 0.384 0.683 -0.057
H -4.445 -0.205 -0.506 0.157
H -0.747 -0.394 -2.205 0.098
H -0.208 1.169 -1.698 0.105
H -1.863 -1.530 0.696 0.126
H -0.814 -0.651 1.836 0.127
H 0.192 -2.547 -0.374 0.105
H 1.483 -1.450 0.541 0.137
H 1.280 -1.546 -1.291 0.131
H 2.465 0.516 -0.668 0.080
H 2.734 1.891 0.411 0.110
H 1.539 2.017 -0.930 0.044
H 0.284 1.622 1.008 0.099
H 1.073 0.209 1.498 0.096
H -2.419 0.892 1.550 0.184
```

Q: What is the strongest force on any atom in the first record?
A: 4.31 eV/Å